Here is a single C3H9N2 molecule from the OMol25 dataset. Energies are from the ωB97M-V functional and the def2-TZVPD basis.

Structure (ORCA input):
```
! RIJCOSX wB97M-V def2-TZVPD def2/J DEFGRID3
* xyz 0 2
C -0.404 0.257 1.449
C -0.165 -0.084 0.084
C 0.401 0.471 -1.060
N 1.387 1.465 -1.046
N -0.615 -1.612 -0.238
H -0.472 -0.517 2.238
H 0.052 1.109 1.781
H -1.407 0.721 1.663
H -0.129 -0.030 -1.996
H 1.798 1.939 -0.264
H 1.604 1.925 -1.841
H -0.588 -1.674 -1.240
H 0.072 -2.104 0.280
H -1.535 -1.867 0.190
*
```

Summary:
<S²>	0.756
gap between HOMO and LUMO (spin up / spin down)	3.955 / 7.479	eV
highest occupied orbital energy (spin up / spin down)	-3.05 / -6.68	eV
relative energy (zero: lowest compared OMol25 entry of this formula, charge and spin)	371.63	kJ/mol
E	-6231.3975	eV